1.
C8H6F3N5O3PdS4 | wB97M-V/def2-TZVPD

Properties
E in eV: -76959.331
Energy relative to the best compared isomer or geometry (same formula, charge and spin) in kJ/mol: 6.24
Spin multiplicity: 1
Orbital gap (alpha / beta) in eV: 6.483 / 6.477
Net charge: 0

Element x y z (Å)
Pd 0.9368 -0.2288 -0.7015
N -0.6748 1.8850 -2.8176
C -0.6729 2.2432 -1.5151
N 0.1116 1.7012 -0.6195
C -0.1515 2.1697 0.6615
C -1.0653 3.1523 0.7165
S -1.6799 3.4825 -0.8645
C 0.5013 1.4493 1.7547
C 0.3877 1.6331 3.0799
S 1.2280 0.3786 3.9192
C 1.6875 -0.3321 2.4052
N 1.2607 0.3532 1.3728
N 2.4428 -1.4373 2.3304
H -0.2744 0.9805 -3.0216
H -1.4624 2.1472 -3.3830
H -1.4498 3.6726 1.5789
H -0.1556 2.3955 3.6148
H 2.5567 -2.0137 3.1431
H 2.6008 -1.8583 1.4238
S 2.6389 -0.0285 -2.5474
C 2.8861 -1.2209 -1.4248
N 3.0049 -1.9572 -0.5252
F -3.0807 -3.2327 -0.1027
C -2.4361 -2.9267 -1.2266
F -3.3207 -2.4752 -2.1162
F -1.8723 -4.0316 -1.7101
S -1.1740 -1.6515 -0.8940
O -0.3143 -2.2636 0.1146
O -1.9447 -0.5094 -0.4477
O -0.5144 -1.4766 -2.1980

***

2.
C8H6F6NO4S2V | wB97M-V/def2-TZVPD

Properties
<S²>: 3.76
E in eV: -81729.628
Energy relative to the best compared isomer or geometry (same formula, charge and spin) in kJ/mol: 0.00
Spin multiplicity: 4
Orbital gap (alpha / beta) in eV: 9.523 / 10.112
Net charge: +1

Element x y z (Å)
V 0.0979 -0.7808 -0.1246
C 0.6504 -2.6999 -1.3932
C 1.2992 -2.8260 -0.1592
C 0.5486 -2.8014 1.0279
C -0.8428 -2.6553 0.9795
C -1.4874 -2.5295 -0.2622
C -0.7443 -2.5575 -1.4481
H 1.2291 -2.6762 -2.3068
H 2.3754 -2.9199 -0.1168
H 1.0508 -2.8720 1.9831
H -1.4177 -2.6260 1.8947
H -2.5590 -2.3885 -0.3007
H -1.2396 -2.4381 -2.4018
F -0.9430 2.0325 2.4725
C 0.2954 2.4819 2.6352
F 0.2980 3.7975 2.6837
F 0.8147 1.9737 3.7385
S 1.3264 1.9315 1.2025
O 1.1215 0.4596 1.1749
O 2.6434 2.3982 1.4002
N 0.5850 2.6088 -0.0407
S -0.1831 1.6486 -0.9741
O -1.2652 0.8738 -0.3299
O 0.6630 0.6553 -1.6634
C -0.9472 2.7973 -2.2117
F -1.6020 2.0414 -3.0742
F -1.7719 3.5975 -1.5736
F 0.0042 3.4734 -2.8122

***

3.
C8H6N2O2 | wB97M-V/def2-TZVPD

Properties
E in eV: -15465.402
Energy relative to the best compared isomer or geometry (same formula, charge and spin) in kJ/mol: 365.66
Spin multiplicity: 1
Orbital gap in eV: 8.409
Net charge: 0
SMILES: O=C1c2ncccc2N[C@@]12CO2

Element x y z (Å)
O -1.7174 2.2113 0.6074
C -1.1551 1.1750 0.3273
C 0.3611 0.9123 0.2459
N 1.2740 1.7982 -0.1291
C 2.4749 1.3524 -0.3349
C 2.8324 0.0610 -0.2595
C 1.8658 -0.9190 -0.0964
C 0.5813 -0.5127 0.1725
N -0.5472 -1.2208 0.4273
C -1.7192 -0.1886 0.0758
C -3.1124 -0.6109 0.1855
O -2.4538 -0.5105 -1.0494
H 3.1296 2.1763 -0.6102
H 3.9435 -0.1030 -0.5578
H 2.0509 -1.9468 -0.1182
H -0.4348 -2.0644 -0.0036
H -3.4732 -1.6777 0.5092
H -3.9004 0.0680 0.6081

***

4.
C8H6N2O4STm | wB97M-V/def2-TZVPD

Properties
<S²>: 2.01
E in eV: -59890.895
Energy relative to the best compared isomer or geometry (same formula, charge and spin) in kJ/mol: 573.78
Spin multiplicity: 3
Orbital gap (alpha / beta) in eV: 6.660 / 3.913
Net charge: +3

Element x y z (Å)
O -1.5278 3.4237 1.0772
C -1.4073 2.6992 0.1644
C -1.6768 1.2224 0.1171
C -0.9309 0.6921 -0.8346
C -0.7253 -0.6911 -1.3138
C -1.0340 -1.7973 -0.2997
S -0.3599 -1.5065 1.3982
C 1.3434 -1.1603 1.1913
N 2.3150 -1.7377 1.8408
N 3.3817 -1.2242 1.3705
C 3.1552 -0.3337 0.4510
O 1.8233 -0.2718 0.2935
C -0.1997 1.8519 -1.4785
O 0.7925 1.8215 -2.1508
O -0.8284 2.9967 -1.0630
H -2.3752 0.6619 0.7191
H 0.2961 -0.8069 -1.6518
H -1.3490 -0.8387 -2.1902
H -0.5627 -2.7121 -0.6272
H -2.1033 -1.9573 -0.2158
H 3.8272 0.2593 -0.1452
Tm -1.8540 -0.5910 3.3474

***

5.
C8H6N2S3 | wB97M-V/def2-TZVPD

Properties
E in eV: -43874.884
Energy relative to the best compared isomer or geometry (same formula, charge and spin) in kJ/mol: 283.19
Spin multiplicity: 1
Orbital gap (alpha / beta) in eV: 6.060 / 6.457
Net charge: 0

Element x y z (Å)
C -0.3643 -0.3737 2.8287
C -0.2919 -1.4821 1.9847
C -0.0778 0.8902 2.4027
C -0.0563 -1.1852 0.6472
C 0.2620 1.1848 1.0896
C 0.1544 0.0913 0.2272
C -0.4931 -0.5378 -1.9874
C -0.3958 -0.2411 -3.2964
N 1.0886 1.2180 -1.7107
N 0.2548 0.2666 -1.1920
S 2.2491 2.1319 -1.0332
S -1.4426 -0.5223 -4.5678
S 0.9248 1.0375 -3.5533
H -0.4615 -0.5961 3.8951
H -0.2662 -2.6666 2.1943
H 0.1049 1.6814 3.1480
H -0.1175 -1.9734 -0.1435
H 0.3527 2.1950 0.7016
H -1.4240 -1.1185 -1.6350

***

6.
C8H6NO2 | wB97M-V/def2-TZVPD

Properties
E in eV: -13968.723
Spin multiplicity: 1
Orbital gap in eV: 8.974
Net charge: +1

Element x y z (Å)
C 1.4877 0.6422 0.4209
C 1.7182 -0.2419 1.4919
C 0.3740 0.4862 -0.3181
C 0.7468 -1.2128 1.8562
C -0.6053 -0.4606 -0.0731
C -0.3631 -1.2951 1.0291
C -2.5556 -2.0522 0.7075
C -2.4469 0.0929 -1.5304
N -1.8641 -0.6082 -0.6595
O -3.5721 -2.4866 0.4127
O -1.5152 -2.0814 1.4119
H 2.0838 1.4324 0.0853
H 2.5341 -0.1613 2.0586
H 0.2215 1.3006 -1.1349
H 0.7211 -1.8562 2.6697
H -3.4375 -0.3262 -1.7841
H -1.7573 0.8074 -1.9876

***

What did the sixth record say?
C8H6NO2 | wB97M-V/def2-TZVPD

Properties
E in eV: -13968.723
Spin multiplicity: 1
Orbital gap in eV: 8.974
Net charge: +1

Element x y z (Å)
C 1.4877 0.6422 0.4209
C 1.7182 -0.2419 1.4919
C 0.3740 0.4862 -0.3181
C 0.7468 -1.2128 1.8562
C -0.6053 -0.4606 -0.0731
C -0.3631 -1.2951 1.0291
C -2.5556 -2.0522 0.7075
C -2.4469 0.0929 -1.5304
N -1.8641 -0.6082 -0.6595
O -3.5721 -2.4866 0.4127
O -1.5152 -2.0814 1.4119
H 2.0838 1.4324 0.0853
H 2.5341 -0.1613 2.0586
H 0.2215 1.3006 -1.1349
H 0.7211 -1.8562 2.6697
H -3.4375 -0.3262 -1.7841
H -1.7573 0.8074 -1.9876